1.
{"formula": "C11H20N2Si", "method": "ωB97M-V/def2-TZVPD", "species": ["C", "C", "N", "C", "C", "C", "N", "C", "C", "C", "Si", "C", "C", "C", "H", "H", "H", "H", "H", "H", "H", "H", "H", "H", "H", "H", "H", "H", "H", "H", "H", "H", "H", "H"], "coordinates": [[0.1478, -2.5988, 0.8121], [-1.0104, -1.5866, 0.8303], [-0.6167, -0.3147, 0.3628], [0.5794, 0.3304, 1.2382], [0.6188, 0.1757, 2.5637], [-0.2103, -0.5350, 3.4188], [-0.8930, -1.0137, 4.2315], [1.9866, 0.6007, 3.0347], [2.4479, 1.6241, 1.9330], [1.7220, 1.0672, 0.6855], [-1.2590, 0.4158, -1.0645], [-1.6284, 2.2444, -0.7179], [-2.8917, -0.3043, -1.7533], [0.0436, 0.1112, -2.4140], [-0.2194, -3.6273, 0.9720], [0.5893, -2.6787, -0.1732], [0.9426, -2.4022, 1.5019], [-1.7131, -2.0123, 0.0919], [-1.3434, -1.5418, 1.7936], [1.8590, 1.0955, 3.9715], [2.6609, -0.3443, 2.9524], [2.0060, 2.5901, 2.1368], [3.4538, 1.6127, 1.7381], [2.3436, 0.2876, 0.1812], [1.6275, 1.8304, -0.0486], [-1.0399, 2.5715, 0.1508], [-1.2427, 2.6666, -1.6217], [-2.6373, 2.4781, -0.5342], [-2.6261, -0.5278, -2.8255], [-3.1798, -1.2511, -1.2087], [-3.5324, 0.5375, -1.8143], [0.4230, 0.9310, -3.0203], [0.9086, -0.1842, -2.0200], [-0.3525, -0.7592, -2.9704]], "forces_ev_per_angstrom": [[-0.6, -1.1, -0.6], [1.6, -2.1, -2.5], [3.4, 2.8, 2.1], [-5.4, -1.4, -2.4], [1.7, 0.2, -1.3], [-1.9, -0.8, 2.0], [1.0, 0.4, -1.1], [1.1, -0.4, -1.3], [-3.4, -1.8, 0.2], [1.6, -1.0, -0.1], [-0.1, 0.7, -0.4], [1.9, -1.3, 0.4], [2.3, -1.6, -0.4], [-3.1, 1.0, -1.2], [0.0, 0.4, 0.4], [0.2, 0.4, -0.4], [0.4, 0.2, 0.6], [-0.3, 0.3, 0.8], [-1.7, -0.2, 2.3], [0.8, -0.2, 1.0], [-0.9, 1.7, 0.9], [0.3, 0.4, 0.2], [2.5, 0.4, 0.0], [-0.1, 0.4, 0.3], [-0.9, 0.5, -0.7], [0.0, 0.1, -0.3], [0.0, 1.1, -0.5], [-1.3, 0.2, 0.0], [-0.4, -0.2, 1.0], [-0.4, 1.3, -0.8], [-1.3, 0.3, 0.5], [-0.8, 0.2, -0.6], [3.5, -1.6, 2.2], [0.3, 0.6, -0.3]], "energy_ha": -830.09301, "smiles": "CCN(C1=C(C#N)CCC1)[Si](C)(C)C", "gap_ev": 9.2, "e_homo_ev": -8.446, "e_above_lowest_kcal_mol": 3.8, "charge": 0}


2.
{"formula": "C11H20OSi", "method": "ωB97M-V/def2-TZVPD", "species": ["C", "C", "C", "C", "C", "C", "C", "C", "C", "C", "C", "O", "Si", "H", "H", "H", "H", "H", "H", "H", "H", "H", "H", "H", "H", "H", "H", "H", "H", "H", "H", "H", "H"], "coordinates": [[2.0041, -3.0795, -0.1908], [-3.5479, -0.0533, -0.0449], [-2.8089, 1.2877, 0.3880], [-2.9309, -1.3383, 0.4799], [-1.3029, 1.2477, -0.0048], [-1.4751, -1.3274, 0.1504], [3.8670, 0.6695, 0.5802], [3.1531, 1.9600, 0.5980], [-0.6796, -0.0432, 0.4951], [2.3840, 0.6801, 0.8727], [1.1812, 0.2265, -1.9835], [1.2485, -3.9350, -0.6500], [1.1243, -0.2329, -0.1709], [3.1020, -3.2926, -0.3051], [-4.3848, 0.1135, 0.5367], [-3.7758, 0.0729, -1.0639], [-3.2691, 2.1057, -0.1227], [-3.0690, 1.4269, 1.3932], [-3.2867, -1.6161, 1.4223], [-3.2420, -2.1755, -0.2619], [-1.1560, 1.2834, -1.1209], [-0.8440, 2.1443, 0.4065], [-1.0189, -2.1793, 0.6743], [-1.2300, -1.4177, -0.9233], [4.2906, 0.2836, -0.3399], [4.5548, 0.5541, 1.3894], [3.2213, 2.5928, 1.4941], [2.6477, 2.6449, -0.1969], [-0.5877, -0.0378, 1.6443], [2.2497, 0.5377, 1.9278], [2.1762, 0.6077, -2.2303], [1.0643, -0.6209, -2.6987], [0.3406, 0.9106, -2.1446]], "forces_ev_per_angstrom": [[-2.3, -0.2, -2.3], [1.3, 2.0, 1.9], [0.9, -1.9, -2.4], [-0.3, -0.7, -5.3], [-0.9, 0.0, 0.0], [2.2, 0.3, 0.5], [0.5, 0.4, -1.1], [-2.6, 2.6, -0.5], [1.3, -0.9, 2.3], [0.3, -0.8, 0.2], [0.2, -1.1, -0.5], [1.6, 2.1, 1.6], [0.3, -1.4, 0.6], [-0.1, 0.2, 0.6], [-2.7, -0.1, 0.5], [-0.2, -0.7, -1.4], [-0.5, 0.6, -0.5], [0.6, 0.3, 1.8], [0.1, -0.2, 1.7], [-0.3, 1.0, 1.5], [-0.7, 0.2, 1.0], [0.5, 0.0, 0.0], [0.3, 0.2, -0.4], [-0.9, -0.6, 0.1], [-0.4, 0.0, -0.2], [0.1, -0.2, 0.5], [0.4, -0.4, -0.3], [1.8, -1.7, 0.6], [-0.1, 0.4, -1.4], [-0.5, -0.2, 0.4], [-0.3, 0.5, 0.0], [-0.2, 0.4, 0.7], [0.6, 0.2, -0.3]], "energy_ha": -795.68448, "gap_ev": [7.3, 7.3], "e_homo_ev": [-7.127, -7.133], "e_above_lowest_kcal_mol": 113.0, "charge": 0}


3.
{"formula": "C11H20OSi", "method": "ωB97M-V/def2-TZVPD", "species": ["C", "C", "C", "C", "C", "C", "C", "C", "C", "C", "C", "O", "Si", "H", "H", "H", "H", "H", "H", "H", "H", "H", "H", "H", "H", "H", "H", "H", "H", "H", "H", "H", "H"], "coordinates": [[-1.0841, 1.3756, -0.4982], [-2.5783, -1.3797, 1.4429], [-1.8291, -1.0474, 2.7417], [-1.7068, -1.8588, 0.3065], [-0.7639, 0.0914, 2.4695], [-0.3892, -1.0634, 0.1255], [0.1264, -0.2852, 1.2914], [-0.2248, 0.2623, -0.5002], [2.4866, -0.8425, -1.3268], [2.4358, 2.2138, -0.5571], [0.7616, 1.0697, -3.1459], [-0.6345, 2.4622, -0.9698], [1.3587, 0.6729, -1.3800], [-2.0559, 1.3237, 0.0407], [-3.3792, -2.1352, 1.5962], [-3.1265, -0.4431, 1.0197], [-2.5035, -0.6420, 3.4962], [-1.3745, -1.9256, 2.9798], [-1.3516, -2.8729, 0.4628], [-2.2142, -1.9424, -0.7324], [-1.3912, 1.0230, 2.3185], [-0.0319, 0.2556, 3.2693], [0.4722, -1.7445, -0.2068], [1.1016, 0.0198, 1.4013], [2.4763, -1.5316, -0.5032], [2.3739, -1.4671, -2.1677], [3.4741, -0.4778, -1.4009], [2.2873, 1.9692, 0.5692], [3.4157, 2.1928, -0.8669], [2.1715, 3.2019, -0.8194], [-0.2765, 1.3953, -2.9454], [1.2647, 1.9321, -3.7177], [0.7091, 0.1979, -3.7929]], "forces_ev_per_angstrom": [[0.5, 3.1, 0.1], [-2.0, 1.7, -1.1], [-0.4, 3.2, -1.8], [1.0, -0.1, -1.9], [-1.0, -0.2, -0.8], [1.5, -2.3, 0.5], [-3.5, 1.1, -1.9], [1.2, -0.7, 1.9], [-0.5, 0.6, 0.4], [-3.2, -3.0, 1.5], [0.2, 1.2, -0.3], [-1.8, -2.1, 1.0], [1.4, 2.0, -0.5], [0.1, 0.2, -0.5], [0.5, 0.5, 0.2], [0.7, -1.3, 1.0], [0.0, -0.6, 0.1], [1.4, -2.4, 1.5], [-0.1, -0.3, 0.4], [0.4, 0.5, 1.8], [1.0, -0.7, 0.2], [-0.7, 0.0, 0.3], [-1.7, 0.8, 0.0], [2.3, -0.1, 0.0], [-0.2, 0.0, 0.8], [-0.4, -0.7, -1.3], [1.4, 0.5, 0.0], [0.6, 0.9, -1.7], [2.6, -0.8, -0.3], [-1.2, 1.0, 0.0], [0.5, -0.1, -0.5], [-0.6, -1.4, 1.0], [0.2, -0.1, -0.1]], "energy_ha": -795.77521, "gap_ev": 8.9, "e_homo_ev": -8.631, "e_above_lowest_kcal_mol": 56.1, "charge": 0}


4.
{"formula": "C11H20P", "method": "ωB97M-V/def2-TZVPD", "species": ["C", "C", "C", "C", "C", "C", "C", "C", "C", "C", "C", "P", "H", "H", "H", "H", "H", "H", "H", "H", "H", "H", "H", "H", "H", "H", "H", "H", "H", "H", "H", "H"], "coordinates": [[-0.8754, -1.9224, 3.3472], [-1.1570, -1.1944, 2.1504], [0.4495, -2.0471, 3.5631], [0.0678, -0.9886, 1.6316], [1.2503, -1.3685, 2.4673], [-1.6129, 1.8226, 1.0113], [2.6929, 0.6129, -0.9626], [-1.2985, -1.7791, -1.9615], [-1.4509, 1.2254, -0.3580], [1.4443, 1.3881, -0.9210], [-0.1418, -0.8104, -2.0050], [0.0193, 0.2577, -0.5402], [-1.5844, -2.1485, 4.0476], [-2.1958, -1.1189, 1.7049], [0.9210, -2.5319, 4.4763], [1.8891, -0.6601, 2.9422], [1.8909, -2.0553, 1.8264], [-1.0342, 2.6523, 1.3373], [-2.5997, 1.9585, 1.3119], [-1.3553, 1.0691, 1.7484], [2.5185, -0.4280, -1.2644], [3.4149, 1.0240, -1.7335], [3.2267, 0.5099, -0.0011], [-2.2232, -1.3634, -1.8980], [-1.2731, -2.2830, -3.0270], [-1.0331, -2.5586, -1.2984], [-1.2679, 2.0041, -1.0447], [-2.4044, 0.6153, -0.5121], [1.1188, 1.9214, -1.9168], [1.5209, 2.2318, -0.2631], [-0.3690, 0.0935, -2.5264], [0.7320, -1.4543, -2.1865]], "forces_ev_per_angstrom": [[2.1, 0.3, 0.5], [-0.1, -0.7, -2.0], [0.6, -1.0, 1.3], [-0.4, 3.1, -3.2], [-1.0, -2.3, -1.2], [1.1, -1.4, 1.6], [2.5, -1.1, -1.2], [2.6, -1.6, -3.8], [-1.7, -0.9, 0.7], [-2.4, 1.0, -1.4], [-0.2, -0.2, 1.9], [1.6, -2.2, 3.8], [-1.8, -0.9, 1.5], [1.6, 0.3, 0.5], [-0.7, 0.8, -1.4], [0.3, 1.1, -0.1], [-0.6, 0.5, 1.0], [0.6, 1.0, -0.5], [-2.0, 0.8, -0.2], [0.4, -0.1, 0.0], [0.1, 0.2, -0.2], [-0.7, -0.4, 1.0], [-0.4, 0.5, -0.3], [-2.7, 1.1, 0.8], [-0.2, 0.8, 2.0], [-0.4, -0.8, 1.0], [-0.6, 1.0, -1.4], [1.5, 0.8, -0.5], [0.7, -1.3, 1.4], [-0.3, 0.3, 0.8], [0.3, 0.1, -2.3], [0.1, 1.3, -0.4]], "energy_ha": -772.08531, "gap_ev": 8.5, "e_homo_ev": -12.167, "e_above_lowest_kcal_mol": 86.6, "charge": 1}